(1)
C13H20BrCoNS4 as an isolated structure in a non-equilibrium geometry. Source: the Open Molecules 2025 dataset; level of theory: ωB97M-V with the def2-TZVPD basis set.

Last column: Löwdin charge in e.
CARTESIAN COORDINATES (ANGSTROEM)
Co -0.0460 0.0120 0.0169  0.159
C 2.1983 2.4186 0.1881  -0.420
C 1.4811 2.4048 -1.1537  -0.419
S 1.4699 0.6667 -1.7102  1.020
C 0.2016 0.4440 -3.0038  -0.419
C -0.0796 -1.0486 -3.0894  -0.415
S -0.8750 -1.6363 -1.5458  1.018
C -0.0014 -3.1378 -0.9702  -0.419
C 0.3372 -3.0005 0.5066  -0.421
S 1.5620 -1.6534 0.6280  1.017
C 1.6397 -1.0470 2.3478  -0.420
C 2.2931 0.3258 2.2984  -0.417
S 1.2030 1.5185 1.4331  1.016
H 2.2822 3.4480 0.5372  0.115
H 3.1989 1.9888 0.1325  0.107
H 2.0257 3.0124 -1.8789  0.123
H 0.4593 2.7804 -1.0752  0.105
H 0.5959 0.8026 -3.9569  0.123
H -0.6907 1.0211 -2.7549  0.102
H 0.8212 -1.6309 -3.2855  0.107
H -0.7911 -1.2295 -3.8955  0.114
H 0.8794 -3.3163 -1.5878  0.107
H -0.6914 -3.9718 -1.1012  0.115
H 0.7797 -3.9256 0.8810  0.123
H -0.5427 -2.7622 1.1070  0.105
H 2.2529 -1.7284 2.9410  0.123
H 0.6369 -1.0145 2.7775  0.102
H 3.2706 0.3037 1.8156  0.107
H 2.4180 0.6964 3.3160  0.114
Br -5.7115 0.4775 -0.8580  0.891
C -4.2414 0.8057 0.2824  -0.627
C -4.4033 1.4110 1.5240  -0.017
C -3.2840 1.6049 2.3220  0.014
C -2.0482 1.1943 1.8656  -0.117
N -1.8893 0.6140 0.6576  -0.052
C -2.9727 0.4279 -0.1203  -0.179
H -5.3836 1.7235 1.8612  0.140
H -3.3726 2.0763 3.2908  0.140
H -1.1710 1.3312 2.4793  0.075
H -2.8391 -0.0317 -1.0875  0.061

Atoms 1-6, force components in eV/Å:
Co 1.4190 -0.4931 -0.4887
C 0.0954 0.0756 -0.0082
C -0.0057 0.0220 -0.1771
S -1.0168 -0.2906 0.9887
C 0.0912 0.1519 -0.0693
C 0.0132 -0.0765 -0.0981

Values from the calculation:
Orbital gap (spin up / spin down) = 5.203 / 5.391 eV
Total charge = +3
Max |F| = 1.58 eV/A
Highest occupied orbital energy (spin up / spin down) = -0.6597 / -0.6597 hartree
Electronic energy = -166277.54854 eV
LUMO energy (spin up / spin down) = -12.75 / -12.56 eV

---

(2)
C13H20BrNO2 as an isolated structure in a non-equilibrium geometry. Source: the Open Molecules 2025 dataset; level of theory: ωB97M-V with the def2-TZVPD basis set.

Last column: Löwdin charge in e.
CARTESIAN COORDINATES (ANGSTROEM)
C -4.5600 -1.9556 -0.8077  -0.155
O -3.6929 -1.3409 0.1012  -0.240
C -3.5650 0.1516 -0.1065  -0.154
C -2.8747 0.6599 1.0522  -0.212
N -1.4671 0.5662 0.8015  -0.017
H -1.2817 0.9518 0.0736  -0.032
C -0.8037 -0.5225 1.5569  -0.065
C -0.7815 -1.6345 0.3883  -0.186
H -0.3171 -2.4438 0.9475  0.123
H -1.7619 -1.9814 0.3409  0.071
C -0.1336 -1.3006 -0.8299  -0.186
H -0.4315 -2.2616 -1.5816  0.187
O 1.3568 -1.7323 -0.8497  -0.177
C 2.1032 -0.3531 -0.4934  -0.159
C 1.7149 0.8599 -0.9219  -0.039
C 2.5499 1.8774 -0.4494  0.017
C 3.9355 1.5116 -0.0444  -0.209
C 4.2347 0.3044 0.2410  -0.244
C 3.4820 -0.5601 -0.1158  -0.546
Br 3.8506 -2.4164 0.4238  0.746
H 5.2140 0.1305 0.4409  0.116
C 4.7543 2.8832 0.2951  -0.009
H 5.2178 2.8886 1.2263  0.020
H 4.3496 3.8023 0.1142  -0.004
H 5.7387 2.8467 -0.7510  0.183
H 2.3907 2.9438 -0.7965  0.125
H 0.7562 0.9281 -1.1802  0.053
H -0.3678 -0.4305 -1.3957  0.085
H 0.2418 -0.0876 1.5981  0.127
H -1.0349 -0.6992 2.4608  0.044
H -3.1679 0.2656 1.9450  0.101
H -3.3062 1.7027 1.0546  0.135
H -3.1963 0.3130 -1.0210  0.080
H -4.7506 0.3835 -0.1395  0.157
H -4.1888 -1.8935 -1.8793  0.089
H -5.5890 -1.3496 -0.8831  0.118
H -4.6185 -3.0077 -0.8154  0.058

Atoms 1-6, force components in eV/Å:
C -1.0394 3.2128 -2.8324
O 0.0826 0.3878 -0.3768
C -7.2186 -4.5875 2.7357
C 0.5894 3.6052 -2.5717
N -4.7846 -4.3107 14.2163
H 4.1577 5.0315 -10.6780

Values from the calculation:
Orbital gap = 8.754 eV
Total charge = 0
Max |F| = 16.16 eV/A
Energy relative to the best compared isomer or geometry (same formula, charge and spin) = 249.86 kcal/mol
Highest occupied orbital energy = -0.2959 hartree
Electronic energy = -89421.52220 eV
LUMO energy = 0.70 eV